No. 1
Density functional theory data (wB97M-V/def2-TZVPD) for a cluster of 2 separate species, C7H14O2Si in total at a distorted geometry.

Last column: Mulliken charge in e.
Atoms and positions in Å:
1 C -0.291 -1.589 1.644  -0.705
2 C -0.376 0.116 0.381  -0.486
3 C 0.964 0.581 0.241  1.116
4 C 3.405 0.632 1.893  -1.043
5 C -3.570 0.284 -0.052  -1.008
6 C -1.642 1.703 -1.851  -1.090
7 C 3.207 -0.074 0.571  -0.396
8 O 1.378 1.730 0.140  -0.581
9 O 1.850 -0.417 0.449  -0.369
10 Si -1.818 0.128 -0.866  0.461
11 H -1.310 -1.803 2.055  0.324
12 H 0.696 -1.730 1.978  0.341
13 H 4.494 0.806 2.011  0.329
14 H 2.807 1.396 2.120  0.394
15 H 3.075 -0.256 2.520  0.232
16 H -4.418 0.128 -0.724  0.320
17 H -3.667 -0.439 0.722  0.307
18 H -3.527 1.296 0.359  0.271
19 H -2.411 1.838 -2.572  0.380
20 H -1.735 2.650 -1.218  0.315
21 H -0.689 1.809 -2.285  0.359
22 H 3.732 -1.001 0.390  0.357
23 H 3.448 0.614 -0.211  0.350
24 H -1.846 -1.241 -1.310  -0.177

Forces on atoms 1 to 6 (eV/Å):
C -2.81 4.05 -3.00
C -1.40 -4.11 1.93
C 2.04 0.86 1.10
C 2.99 -6.01 0.23
C 1.48 0.49 -0.64
C -0.30 1.03 1.39

**ΔE to the lowest compared entry with this formula, charge and spin**: 758.1 kJ/mol
**HOMO-LUMO gap (alpha / beta)**: 0.327 / 0.304 hartree
**Electronic energy**: -714.86714 a.u.



No. 2
Density functional theory data (wB97M-V/def2-TZVPD) for a structure of composition C7H14O3 at a distorted geometry.

Last column: Mulliken charge in e.
Atoms and positions in Å:
1 C 0.201 1.458 -1.460  -1.035
2 C 0.752 0.094 -1.053  -0.923
3 C -0.062 -0.675 0.011  0.394
4 C 0.249 -0.368 1.478  -0.477
5 C 0.340 1.111 1.827  -0.297
6 O 1.548 1.617 1.694  -0.623
7 C -1.550 -0.581 -0.292  0.492
8 C -2.033 -1.244 -1.557  -1.300
9 O -2.319 0.014 0.439  -0.555
10 H 0.903 1.956 -2.143  0.395
11 H 0.075 2.116 -0.591  0.251
12 H -0.756 1.377 -1.996  0.260
13 H 1.778 0.223 -0.683  0.323
14 H 0.847 -0.541 -1.946  0.470
15 H 0.183 -1.742 -0.130  0.380
16 H -0.558 -0.846 2.059  0.461
17 H 0.468 0.106 2.821  0.124
18 H -0.513 1.729 1.505  0.509
19 H -1.549 -2.220 -1.697  0.358
20 H -1.758 -0.622 -2.422  0.267
21 H -3.122 -1.355 -1.530  0.379
22 O 2.227 -0.875 1.574  -0.722
23 H 2.388 0.473 1.615  0.546
24 H 2.261 -1.207 2.475  0.321

Forces on atoms 1 to 6 (eV/Å):
C -0.02 0.23 -0.09
C 0.40 -0.01 -0.19
C 2.24 -1.97 -0.54
C -2.71 2.11 -1.86
C 2.43 -3.52 0.17
O 0.87 -0.93 -0.69

**ΔE to the lowest compared entry with this formula, charge and spin**: 719.2 kJ/mol
**HOMO-LUMO gap (alpha / beta)**: 0.274 / 0.274 hartree
**Electronic energy**: -500.58929 a.u.



No. 3
Density functional theory data (wB97M-V/def2-TZVPD) for a cluster of 2 separate species, C7H14O3 in total at a distorted geometry.

Last column: Mulliken charge in e.
Atoms and positions in Å:
1 C 0.266 -0.595 0.611  -1.158
2 C 1.493 -0.042 -0.068  0.354
3 C 2.735 -0.842 -0.106  -0.566
4 O 1.706 -0.527 -1.390  -0.569
5 C -1.035 -0.040 0.042  0.482
6 C -2.297 -0.557 0.736  -0.813
7 C -3.332 0.494 0.352  -0.454
8 O -2.613 1.715 0.188  -0.426
9 C -1.213 1.472 0.199  -0.665
10 H 0.264 -1.693 0.526  0.346
11 H 0.336 -0.352 1.683  0.367
12 H 1.633 1.044 0.021  0.387
13 H 3.526 -0.471 0.555  0.279
14 H 2.657 -1.924 0.045  0.355
15 H -1.092 -0.292 -1.029  0.224
16 H -2.581 -1.568 0.415  0.388
17 H -2.146 -0.571 1.827  0.315
18 H -3.827 0.235 -0.599  0.267
19 H -4.109 0.636 1.116  0.296
20 H -0.784 1.814 1.159  0.324
21 H -0.747 2.050 -0.613  0.291
22 O 3.917 0.304 -1.687  -0.780
23 H 2.771 0.144 -2.027  0.469
24 H 4.470 -0.434 -1.957  0.286

Forces on atoms 1 to 6 (eV/Å):
C -0.30 0.12 0.08
C -0.11 -1.20 0.40
C -2.39 -0.31 2.08
O 1.10 -0.04 0.29
C -0.05 -0.02 -0.13
C -0.01 -0.17 0.11

**ΔE to the lowest compared entry with this formula, charge and spin**: 481.3 kJ/mol
**HOMO-LUMO gap**: 0.363 hartree
**SMILES**: C1C[C@H](C[C@H]2CO2)CO1.O
**Electronic energy**: -500.67991 a.u.



No. 4
Density functional theory data (wB97M-V/def2-TZVPD) for a structure of composition C7H14OPSSn at a distorted geometry.

Last column: Mulliken charge in e.
Atoms and positions in Å:
1 C -2.131 -0.964 -3.234  -0.433
2 C -1.247 -0.145 -3.992  -0.435
3 C -1.273 1.170 -3.432  -0.247
4 C -2.271 1.203 -2.414  -0.613
5 C -2.749 -0.132 -2.233  -0.436
6 Sn -0.916 -1.610 0.796  0.430
7 P 1.389 -3.006 0.824  -0.235
8 H -2.302 -2.033 -3.366  0.392
9 H -0.648 -0.476 -4.837  0.400
10 H -0.684 2.014 -3.775  0.425
11 H -3.458 -0.472 -1.479  0.559
12 H -2.575 2.066 -1.828  0.388
13 H 2.632 -2.310 1.038  0.170
14 H 1.504 -3.538 -0.504  0.172
15 H 1.528 -4.206 1.597  0.158
16 C 2.194 0.226 3.036  -0.643
17 S 0.484 0.733 2.935  0.527
18 C 0.711 2.491 2.560  -0.929
19 O -0.017 0.092 1.591  -0.448
20 H 2.491 0.293 4.090  0.377
21 H 2.800 0.915 2.436  0.290
22 H 2.288 -0.805 2.681  0.059
23 H 1.606 2.626 1.939  0.324
24 H -0.193 2.855 2.053  0.355
25 H 0.838 3.014 3.521  0.393

Forces on atoms 1 to 6 (eV/Å):
C 2.10 0.72 -1.93
C -1.23 -2.52 1.06
C -1.38 0.40 0.65
C 0.18 -1.01 0.42
C 0.36 2.02 0.07
Sn -0.93 -0.49 -0.32

**ΔE to the lowest compared entry with this formula, charge and spin**: 0.0 kJ/mol
**Charge**: +1
**HOMO-LUMO gap (alpha / beta)**: 0.241 / 0.217 hartree
**Electronic energy**: -1303.79988 a.u.



No. 5
Density functional theory data (wB97M-V/def2-TZVPD) for a structure of composition C7H14OPSW at a distorted geometry.

Last column: Mulliken charge in e.
Atoms and positions in Å:
1 C -0.525 -2.633 -0.393  -0.402
2 C -1.127 -3.032 -1.580  -0.289
3 C -1.739 -2.254 -2.559  -0.366
4 C -1.826 -0.869 -2.463  -0.488
5 C -1.331 -0.029 -1.441  -0.202
6 W 0.332 -0.893 -0.786  0.501
7 P 1.301 -1.511 1.435  -0.224
8 H -0.351 -3.453 0.301  0.405
9 H -1.247 -4.112 -1.767  0.301
10 H -2.236 -2.779 -3.391  0.345
11 H -1.696 0.973 -1.502  0.389
12 H -2.428 -0.458 -3.305  0.292
13 H 2.653 -1.141 1.556  0.198
14 H 1.609 -2.851 1.776  0.163
15 H 0.974 -1.183 2.777  0.230
16 C 0.388 3.569 0.254  -1.087
17 S 0.173 1.685 0.689  0.670
18 C 1.554 1.883 1.895  -1.052
19 O -1.104 1.698 1.470  -0.549
20 H 1.423 3.679 -0.051  0.381
21 H 0.122 4.118 1.158  0.375
22 H -0.294 3.794 -0.546  0.341
23 H 1.210 2.608 2.638  0.389
24 H 1.701 0.941 2.467  0.321
25 H 2.463 2.249 1.368  0.359

Forces on atoms 1 to 6 (eV/Å):
C 0.91 0.45 -0.86
C -1.31 -1.57 -0.97
C 0.50 -0.96 0.53
C -0.34 1.08 -0.53
C 0.12 -1.24 -0.68
W -1.22 -0.35 0.01

**ΔE to the lowest compared entry with this formula, charge and spin**: 0.0 kJ/mol
**Charge**: +1
**HOMO-LUMO gap (alpha / beta)**: 0.220 / 0.271 hartree
**Spin multiplicity**: 3
**Electronic energy**: -1156.46972 a.u.



No. 6
Density functional theory data (wB97M-V/def2-TZVPD) for a cluster of 2 separate species, C7H14OS in total.

Last column: Mulliken charge in e.
Atoms and positions in Å:
1 S 1.852 -0.372 1.301  -0.202
2 C 0.660 0.782 0.534  -0.481
3 C 3.038 -0.263 -0.086  -0.541
4 C 1.409 1.470 -0.604  -0.618
5 C 2.283 0.393 -1.238  -0.523
6 H -0.212 0.216 0.154  0.246
7 H 0.293 1.490 1.301  0.341
8 H 3.910 0.347 0.220  0.332
9 H 3.407 -1.277 -0.331  0.317
10 H 0.708 1.930 -1.327  0.304
11 H 2.049 2.276 -0.196  0.282
12 H 2.980 0.802 -1.995  0.296
13 H 1.643 -0.357 -1.741  0.246
14 O -0.981 -2.771 -1.552  -0.561
15 C -0.683 -3.584 -0.693  0.882
16 C 0.557 -4.442 -0.799  -1.078
17 C -1.533 -3.793 0.540  -1.099
18 H 1.100 -4.218 -1.732  0.274
19 H 0.284 -5.511 -0.799  0.359
20 H 1.228 -4.249 0.054  0.288
21 H -1.894 -4.834 0.583  0.360
22 H -0.945 -3.586 1.450  0.293
23 H -2.406 -3.118 0.524  0.283

Forces on atoms 1 to 6 (eV/Å):
S -0.01 0.02 -0.10
C -0.66 0.12 0.23
C 0.61 -0.27 0.00
C -0.07 0.43 -0.13
C 0.05 -0.13 -0.47
H 0.46 0.24 0.14

**ΔE to the lowest compared entry with this formula, charge and spin**: 0.0 kJ/mol
**HOMO-LUMO gap**: 0.337 hartree
**SMILES**: C1CCSC1.CC(C)=O
**Electronic energy**: -748.54239 a.u.